# 1
The following is a DFT calculation (the ωB97M-V functional and the def2-TZVPD basis) of a structure of composition C19H19N2O3ReS2SbSe4.

```
51
Properties=species:S:1:pos:R:3:forces:R:3:mulliken_charge:R:1
Re 0.002478 1.072059 -1.477588 0.5 -1.9 1.4 0.8226
Sb -2.309822 2.297377 -7.088646 1.0 0.6 -1.0 0.7853
Se 0.262952 2.997633 -6.870933 -1.0 0.5 -0.6 -0.0828
Se 0.918090 1.644096 -5.214202 0.7 -0.9 0.5 0.2257
Se -0.533042 2.224979 -3.512973 -0.6 1.6 -0.5 0.2570
Se -2.577831 1.566343 -4.897876 -0.6 -0.7 1.1 -0.0749
S 0.865561 -1.756614 0.744145 0.4 0.1 0.0 0.7866
S -0.998961 -0.880430 -2.561576 0.2 0.4 0.2 0.0274
O 2.304326 -1.816003 0.980403 -0.6 0.0 -0.1 -0.5413
O -0.598918 -2.210392 -1.762772 0.0 -0.3 0.0 -0.1070
O -0.683323 0.766163 0.291685 0.8 0.5 -0.1 -0.5637
N 0.622438 0.233528 0.363729 -0.4 -0.1 -0.2 0.0128
N 1.480601 2.427814 -0.860151 -0.1 0.3 -0.6 0.0438
C -3.211039 -1.956439 -1.354943 0.1 -0.1 -0.1 -0.4994
C 2.750851 4.463958 -0.974764 0.1 0.1 -0.1 -1.0538
C 2.877313 3.105717 1.010543 0.2 0.2 0.1 0.7644
C -1.855674 -1.652668 3.719232 0.0 0.0 0.0 -0.9136
C 3.365443 2.813501 2.309650 0.0 0.1 0.0 -0.8630
C 1.569097 1.069098 1.091630 -0.7 -0.3 -0.1 0.7054
C -1.349984 -3.421461 -2.173429 0.0 0.0 0.0 -0.5072
C 1.984683 2.207898 0.406947 0.0 0.1 -0.5 -0.2305
C -1.149611 -2.288328 4.737313 0.0 0.0 0.0 -0.4926
C 2.038641 0.802959 2.348216 0.0 0.0 0.1 0.3518
C -2.739293 -0.623983 -1.942642 0.1 0.0 0.1 -0.6201
C 2.964992 1.680728 2.952539 0.0 -0.1 0.0 -1.2117
C 1.875347 3.542116 -1.511883 -0.1 -0.3 0.3 0.2415
C -2.838641 -3.122273 -2.279681 0.0 0.2 0.1 -0.6729
C 0.063259 -1.853344 2.309009 0.0 0.0 0.0 0.5541
C 0.776338 -2.506742 3.313118 0.0 0.0 0.1 -0.4665
C 0.155192 -2.720784 4.534110 0.0 0.0 0.1 -0.6345
C 3.260214 4.247461 0.285411 0.0 0.0 0.1 -0.3527
C -1.261373 -1.448348 2.486858 0.0 0.0 0.0 -0.0569
H -1.815239 -0.960705 1.693687 0.1 0.0 0.0 0.3180
H 1.705677 -0.063804 2.897153 0.0 0.0 0.0 0.2835
H -2.869307 -1.313814 3.891608 0.0 0.0 0.0 0.4419
H -3.317139 -0.367424 -2.824842 -0.1 0.0 -0.1 0.3927
H 1.476071 3.699944 -2.501377 -0.1 0.0 -0.1 0.2886
H -1.627606 -2.456583 5.695018 0.0 0.0 -0.1 0.4274
H -2.783795 -2.109663 -0.363266 0.0 0.0 0.0 0.0867
H 3.347585 1.444201 3.936929 -0.1 0.0 0.0 0.4468
H -3.396517 -4.017701 -2.010763 0.0 0.0 0.0 0.4141
H 0.691585 -3.227621 5.327186 0.0 0.0 -0.1 0.4317
H -1.134446 -4.119261 -1.369990 0.1 0.0 0.1 0.3648
H -2.791691 0.195586 -1.226932 0.0 -0.1 0.0 0.5083
H -0.922969 -3.804964 -3.097662 0.1 0.1 0.0 0.2928
H 4.041189 3.514061 2.786183 0.0 -0.1 -0.1 0.4634
H 3.021530 5.337173 -1.552019 0.0 0.0 0.0 0.4251
H -3.108845 -2.870170 -3.309092 0.0 -0.1 0.0 0.2935
H 3.956750 4.951424 0.727695 0.0 0.0 0.0 0.5060
H 1.789445 -2.847192 3.133899 0.0 0.1 0.0 0.5240
H -4.292582 -1.889105 -1.233895 0.0 0.0 0.0 0.4573
```
Positions in Å, forces in eV/Å.

- Charge: +3
- HOMO-LUMO gap (spin up / spin down): 5.362 / 5.381 eV
- HOMO level (spin up / spin down): -16.6052 / -16.6166 eV
- E_tot: -320827.359 eV

# 2
The following is a DFT calculation (the ωB97M-V functional and the def2-TZVPD basis) of a cluster of 2 separate species, C3H10OS2 in total.

```
16
Properties=species:S:1:pos:R:3:forces:R:3:mulliken_charge:R:1
S 1.242071 -1.401147 0.895289 1.3 1.9 -0.7 -0.0859
S 0.036174 -2.951553 1.124025 -2.2 -2.2 -0.1 -0.1817
O -0.839301 0.037778 2.995541 0.3 -0.5 -0.9 -0.6662
C 0.179222 -0.585574 -0.354057 0.5 -1.1 -0.3 -0.9025
C -0.198332 1.460586 -1.726615 0.1 0.0 -1.7 -1.1447
C 0.680412 0.769793 -0.739133 1.1 1.3 2.3 -0.5934
H 0.923267 1.316390 0.206956 -1.6 0.2 -0.1 0.2917
H -0.235023 2.568316 -1.722312 0.3 -0.7 0.1 0.3355
H -0.278441 0.829854 3.146036 -0.2 -1.2 -0.7 0.3115
H -0.473539 -0.577504 2.273628 -0.2 1.8 1.8 0.3617
H 1.718203 0.842685 -0.956335 1.1 -1.0 -1.5 0.4519
H -1.179795 1.074654 -1.570500 -1.1 0.1 0.2 0.3344
H -0.782334 -0.541120 0.165712 -0.1 0.3 -0.5 0.5277
H -0.971621 -2.601331 0.226458 1.0 -0.3 0.8 0.1859
H 0.040848 1.078125 -2.764137 0.0 0.7 0.9 0.2645
H 0.138189 -1.319953 -1.200557 -0.2 0.8 0.5 0.5098
```
Positions in Å, forces in eV/Å.

- Charge: 0
- Relative energy (zero: lowest compared OMol25 entry of this formula, charge and spin): 29.0 kcal/mol
- SMILES string: CCCSS.O
- HOMO-LUMO gap: 8.775 eV
- HOMO level: -8.3042 eV
- E_tot: -26990.033 eV

# 3
The following is a DFT calculation (the ωB97M-V functional and the def2-TZVPD basis) of the molecule C2H5N3O.

```
11
Properties=species:S:1:pos:R:3:forces:R:3:mulliken_charge:R:1
O 0.939307 -1.687651 0.051533 -0.3 3.2 -0.8 -0.5632
N -0.868975 1.411214 0.057045 -0.1 -1.7 -1.0 -0.7682
N -1.674232 -0.881533 -0.111881 -3.8 4.9 2.2 -0.4321
N 1.738977 0.590801 -0.222392 3.4 -7.6 1.4 -0.6955
C 0.718270 -0.482222 -0.124425 0.6 -0.1 0.5 0.5072
C -0.729811 0.125717 -0.078425 1.7 -1.2 -0.8 0.4904
H -1.616977 -1.861143 -0.323882 0.6 0.2 0.3 0.2377
H 1.488389 1.312776 0.343786 -0.9 2.6 1.9 0.2960
H 2.618627 0.040350 0.442294 -3.0 2.3 -3.0 0.3354
H 0.021428 1.815353 -0.308300 -1.2 -0.1 0.8 0.2871
H -2.635005 -0.383659 0.274652 2.9 -2.5 -1.7 0.3052
```
Positions in Å, forces in eV/Å.

- Charge: 0
- Relative energy (zero: lowest compared OMol25 entry of this formula, charge and spin): 56.8 kcal/mol
- SMILES string: [H]/N=C(/N)C(N)=O
- HOMO-LUMO gap: 9.908 eV
- HOMO level: -9.5870 eV
- E_tot: -8671.181 eV

Values for max |F|, eV Å⁻¹, ordered as above
2.47 3.11 8.43